# 1
{
  "formula": "C41H44ClMgN5O2PSSe",
  "method": "the ωB97M-V functional and the def2-TZVPD basis",
  "symbols": ["N", "C", "C", "H", "H", "H", "H", "H", "H", "C", "H", "C", "H", "H", "C", "H", "C", "N", "C", "H", "C", "C", "H", "H", "H", "Cl", "C", "H", "H", "C", "C", "H", "C", "C", "C", "H", "C", "O", "C", "H", "C", "C", "C", "H", "P", "H", "H", "C", "H", "H", "C", "N", "H", "H", "C", "C", "H", "H", "H", "H", "O", "C", "N", "S", "C", "Mg", "H", "H", "C", "N", "H", "C", "C", "H", "H", "H", "C", "H", "C", "H", "C", "H", "C", "H", "Se", "C", "C", "C", "H", "H", "C", "C", "H", "C", "C", "H", "C"],
  "coordinates": [[-1.064, -1.252, 3.005], [4.659, 3.547, 2.646], [-2.789, -3.542, -2.239], [7.067, 1.964, 2.021], [-1.885, 2.877, -4.411], [-3.751, 2.279, -5.879], [7.244, 3.181, 3.241], [-0.693, -3.112, -2.463], [-2.471, -4.360, 1.534], [4.420, -4.002, 0.265], [2.948, 5.728, 2.205], [-0.469, -3.888, 4.483], [-2.655, -2.176, 4.579], [5.466, -4.191, 0.324], [2.545, -2.455, 0.300], [1.443, 2.414, -5.877], [0.357, 2.125, -3.990], [4.581, 1.328, 3.348], [-1.826, 4.078, 1.652], [1.232, -0.853, -0.257], [2.060, 3.799, -4.361], [-4.691, 0.890, -4.421], [-4.873, -4.269, -2.378], [-4.399, -5.748, -4.351], [0.714, 4.180, -1.283], [4.136, -6.612, -0.222], [6.720, 2.269, 3.012], [-3.401, 0.351, -1.366], [-2.454, -5.593, 2.881], [0.093, 2.740, -2.760], [-4.634, 0.418, -3.086], [2.696, 4.299, -5.079], [5.251, 2.409, 3.017], [-1.562, -3.532, -2.925], [-1.883, -4.775, 2.382], [-2.512, 6.074, 1.786], [-2.545, 1.598, -2.794], [-0.329, 2.003, 2.669], [1.821, 4.365, -3.079], [-3.471, -2.849, 3.097], [3.936, -2.718, 0.505], [3.241, 3.553, 2.511], [-3.704, 1.751, -4.909], [-3.369, -3.832, 4.559], [-1.089, 1.736, -1.742], [-5.510, -0.101, -2.680], [1.530, 2.336, 2.867], [-0.631, 1.882, 1.445], [2.804, -0.352, 0.408], [-0.544, -4.494, -4.626], [-3.871, -4.248, -2.815], [2.563, 2.375, 2.763], [-1.921, -0.818, 2.614], [0.443, -4.122, 3.923], [-2.352, 5.228, 1.098], [-1.461, -4.303, -4.053], [-1.439, -2.642, 1.597], [0.025, 1.098, -4.108], [-3.246, 6.173, -0.619], [-0.385, -2.972, 5.027], [-0.393, 0.795, 0.811], [-1.331, 3.055, 0.772], [-0.967, -2.592, 2.524], [2.349, -0.038, 3.906], [-2.848, -3.041, 3.958], [0.711, -0.430, 2.135], [-1.640, 3.827, 2.716], [7.019, 1.597, 3.866], [-1.650, 3.098, -0.620], [-2.450, -5.064, -4.574], [5.194, 4.501, 2.388], [-1.512, -3.645, 3.374], [-2.636, 2.127, -4.078], [-0.692, -4.694, 5.148], [0.714, -3.146, -0.315], [2.352, 5.253, -2.757], [2.025, -1.138, 0.378], [4.549, -1.904, 0.880], [-2.671, 5.271, -0.306], [-2.814, 4.161, -2.102], [3.234, 1.311, 3.269], [2.625, 4.646, 0.825], [1.304, 2.750, -4.835], [-5.548, 0.628, -5.043], [-3.222, -2.421, -0.744], [0.831, 3.810, -2.263], [2.102, -4.778, -0.256], [-3.619, -5.054, -3.951], [1.366, -5.533, -0.501], [-0.957, -1.252, 4.058], [2.576, 4.748, 1.869], [3.503, -5.059, -0.111], [-0.930, -5.193, 2.017], [1.690, -3.468, -0.116], [-3.524, 0.724, -2.353], [1.536, 4.773, 2.161], [-2.390, 4.141, -1.118]],
  "forces_ev_per_angstrom": [[0.4, 0.7, 0.6], [-3.3, 3.7, -1.3], [-1.6, 0.9, -0.1], [0.0, -0.4, 0.3], [-0.8, -0.8, 0.1], [-0.3, -0.8, 0.4], [-0.1, 0.7, -0.1], [0.3, 0.5, 0.0], [0.3, -0.3, 0.5], [-2.3, -0.3, -0.4], [0.5, -0.6, -0.2], [-0.3, -0.7, -2.1], [-0.3, 0.1, 0.1], [0.6, -0.4, 0.2], [1.3, 0.2, -0.4], [0.1, 0.0, 0.7], [1.8, 1.0, 0.4], [-1.1, -0.8, 0.1], [1.6, -1.6, -0.9], [-0.8, 0.0, -1.1], [-0.7, 1.5, 0.5], [-0.1, 0.2, 0.4], [0.5, 0.2, 0.1], [0.6, 0.7, 0.3], [-0.5, 0.4, 0.9], [0.5, -1.7, -0.3], [1.1, -0.5, 1.4], [-0.1, -0.5, 0.7], [0.4, 0.6, -0.3], [-0.6, -1.4, 0.5], [-0.9, 0.4, -1.7], [0.4, 0.0, 0.2], [1.2, -2.0, 0.5], [-0.5, -0.9, 0.6], [0.6, -0.4, 0.8], [-0.3, -0.3, -0.7], [0.3, 0.1, -1.4], [0.5, 0.2, -0.2], [-0.2, -0.8, -0.8], [-0.4, 0.5, -0.1], [-1.2, -1.0, -0.1], [1.7, -0.5, -0.5], [0.3, 0.7, 0.2], [0.4, 0.7, -0.3], [0.6, 0.3, 0.4], [0.7, -0.2, -0.1], [-0.1, 0.1, -0.5], [0.1, -1.2, -0.3], [-0.3, -0.2, -0.2], [0.0, 0.7, 0.5], [0.7, -1.1, -0.8], [0.6, 2.1, 0.2], [0.4, -0.1, 1.1], [0.2, 0.1, 0.5], [-0.3, 0.2, -0.7], [0.0, -1.3, -1.2], [0.4, 0.4, 0.6], [-0.5, 0.3, -0.7], [0.7, -1.0, -0.2], [0.4, 0.5, 0.6], [-0.1, 1.5, 1.0], [-1.2, 0.5, -0.2], [0.8, -0.6, -1.6], [0.8, 0.8, 0.0], [0.4, -2.5, 0.4], [-0.3, -0.2, -1.5], [-0.2, 0.9, -0.7], [-0.2, 0.1, -1.4], [0.8, -1.2, 1.5], [0.1, 0.0, 0.0], [-0.5, -1.3, 0.3], [-2.1, 1.1, 0.5], [-0.2, 0.4, -0.3], [-0.3, -0.5, 0.5], [-1.6, -0.1, -0.2], [0.2, -0.2, 0.0], [0.5, 1.8, 2.2], [0.2, -0.1, -0.2], [0.0, -0.3, 1.7], [0.2, -0.3, -0.6], [0.4, -1.4, 0.9], [0.1, 0.0, -1.5], [-0.6, -1.2, -0.1], [0.2, 0.1, 0.1], [0.5, -0.3, 0.3], [0.8, 0.0, -1.9], [1.9, 0.0, 0.1], [-0.6, 0.5, 0.8], [0.3, -0.2, -0.1], [-0.7, 0.3, -1.8], [-0.8, -0.1, 2.3], [-0.8, 3.2, 0.8], [-0.4, 0.0, -0.2], [1.3, -0.8, 0.3], [0.1, 0.4, 0.8], [-0.5, -0.2, -0.1], [-0.9, 2.5, 1.2]],
  "mulliken_charge": [-0.760, -0.794, 0.223, 0.269, 0.344, 0.323, 0.393, 0.416, 0.361, -0.669, 0.444, -1.459, 0.365, 0.427, 0.492, 0.345, -0.753, -0.467, -0.688, 0.419, -0.584, -0.410, 0.327, 0.293, 0.438, -0.276, -1.234, 0.388, 0.365, 0.568, -0.641, 0.321, 0.820, -0.390, -1.330, 0.339, -0.161, -1.002, -0.429, 0.365, -0.599, 0.999, -0.715, 0.449, 0.791, 0.390, -0.021, 0.525, 0.428, 0.359, -0.407, 0.308, 0.246, 0.284, -0.588, -0.352, -0.310, 0.556, 0.346, 0.340, -0.350, 0.358, 0.599, -0.595, -1.477, 1.465, 0.395, 0.343, 0.186, -0.644, 0.298, 0.973, 0.192, 0.424, 0.666, 0.392, -1.654, 0.396, -0.829, 0.430, 0.147, 0.291, -0.518, 0.351, -0.380, -0.702, -0.854, -0.214, 0.483, 0.206, -1.505, 0.332, 0.267, -0.306, -0.585, 0.391, -0.003],
  "total_charge": -1,
  "gap_ev": 4.78,
  "total_energy_ha": -5814.327653
}

# 2
{
  "formula": "C41H44FGeN4O4Pd",
  "method": "the ωB97M-V functional and the def2-TZVPD basis",
  "symbols": ["N", "H", "H", "C", "H", "H", "C", "C", "H", "O", "H", "H", "C", "H", "H", "C", "C", "C", "C", "C", "C", "H", "C", "C", "H", "C", "N", "C", "H", "H", "H", "C", "H", "H", "H", "N", "C", "H", "C", "C", "C", "C", "C", "H", "C", "H", "O", "H", "C", "H", "H", "C", "H", "O", "F", "C", "H", "C", "C", "H", "H", "C", "C", "Pd", "Ge", "H", "H", "H", "H", "C", "H", "C", "C", "H", "C", "H", "H", "C", "C", "C", "N", "O", "H", "H", "H", "C", "H", "C", "H", "C", "H", "C", "H", "H", "H", "C"],
  "coordinates": [[0.367, 2.417, -3.594], [1.853, -6.060, -0.047], [1.116, 0.485, 8.589], [0.148, 1.009, 4.175], [-0.581, -3.580, -5.418], [3.872, -0.139, 3.688], [-0.279, 4.709, -3.514], [1.216, -4.391, -1.231], [2.911, 4.367, -4.585], [3.995, 0.691, -2.032], [5.539, 1.722, 3.893], [1.860, -3.732, -4.327], [4.690, 1.824, 3.217], [-2.424, 3.679, -2.351], [2.253, 0.848, 4.435], [-2.702, -3.927, -5.322], [0.764, -3.071, -1.239], [1.132, 1.030, 7.647], [-2.603, -1.943, -1.587], [0.548, 0.219, 6.487], [0.959, 0.741, -0.019], [-5.912, -2.054, -0.870], [1.751, -2.645, -4.279], [-1.472, -3.440, -4.817], [3.920, 2.415, 3.715], [3.266, 0.460, 0.581], [-0.097, 1.134, 5.558], [0.971, 5.094, -3.972], [-0.170, -0.520, 6.860], [1.506, -2.268, -5.270], [-1.043, 5.443, -3.297], [-0.613, 1.001, 1.870], [2.286, 1.999, -4.207], [4.302, 0.341, 0.287], [-3.755, -1.223, 0.048], [3.026, 0.527, 1.899], [-1.398, -2.804, -3.605], [5.023, 2.378, 2.339], [-3.846, -3.751, -4.606], [-1.896, 2.877, -2.867], [-2.148, 1.240, -4.833], [1.921, 4.118, -4.231], [0.605, -2.416, -0.021], [-2.726, -4.432, -6.279], [-3.770, -1.740, -0.903], [4.937, -0.132, 2.314], [-1.698, 0.113, -4.045], [-1.784, 2.770, 7.911], [-1.362, 1.639, 6.087], [-4.794, -4.114, -4.985], [-1.265, 1.578, -5.368], [1.574, 2.796, -4.026], [1.347, -4.939, -2.158], [-0.004, 0.879, -0.818], [-2.156, 1.170, 3.608], [-0.874, 1.068, 3.203], [1.201, 6.141, -4.121], [4.173, 0.451, 2.824], [2.843, 0.388, -1.803], [-2.442, -0.303, -3.582], [-1.671, -1.590, -1.160], [-0.548, 3.361, -3.326], [-1.177, 1.931, 7.582], [0.094, 0.130, -2.860], [0.369, -2.300, -2.979], [-1.395, 1.073, 8.215], [-2.194, 0.939, 5.984], [2.142, 1.384, 7.452], [-2.859, 0.855, -5.564], [0.898, -3.054, 1.175], [0.217, -1.405, -0.001], [-2.590, -2.617, -2.837], [1.444, 0.841, 3.719], [0.563, 2.959, 7.141], [-5.015, -2.874, -2.616], [-3.733, 2.032, -3.615], [-2.984, 3.167, -4.720], [1.507, -5.034, -0.036], [1.353, -4.365, 1.170], [0.698, 0.831, 1.412], [0.270, 2.260, 7.825], [2.073, -0.147, -2.715], [2.683, -2.201, -3.943], [-1.630, 2.554, 5.564], [-1.749, 2.084, -2.132], [2.314, 0.530, -0.398], [0.408, 2.663, 8.751], [-2.770, 2.356, -4.018], [-5.948, -3.243, -3.023], [-4.995, -2.212, -1.422], [1.341, -0.340, 6.000], [-3.823, -3.086, -3.351], [0.757, -2.531, 2.114], [-1.423, 1.058, 1.155], [1.580, -4.870, 2.100], [1.731, 0.723, 2.350]],
  "forces_ev_per_angstrom": [[0.1, 0.3, 0.2], [0.0, 0.0, 0.0], [0.0, 0.0, 0.0], [-0.1, 0.0, -0.1], [0.0, 0.0, 0.0], [0.0, 0.0, 0.0], [0.0, 0.0, 0.0], [0.1, 0.0, 0.0], [0.0, 0.0, 0.0], [0.0, 0.0, 0.2], [0.0, 0.0, 0.0], [0.1, 0.0, -0.1], [0.0, 0.0, 0.0], [0.0, 0.0, -0.1], [0.0, 0.0, 0.0], [0.1, 0.0, 0.0], [0.1, -0.1, 0.0], [-0.1, 0.1, 0.1], [0.0, 0.1, 0.0], [0.0, -0.1, 0.0], [0.2, 0.2, -0.3], [0.0, 0.0, 0.0], [0.0, -0.1, 0.0], [-0.1, 0.0, -0.1], [0.0, 0.0, 0.0], [0.0, 0.0, 0.0], [0.1, 0.0, 0.0], [0.0, 0.0, 0.0], [0.0, 0.0, 0.0], [0.0, 0.0, 0.0], [0.0, 0.0, 0.0], [0.0, 0.0, -0.1], [0.0, 0.0, 0.0], [0.0, 0.0, 0.0], [0.0, 0.0, 0.0], [0.0, 0.0, 0.0], [0.0, -0.2, 0.0], [0.0, 0.0, 0.0], [0.0, 0.0, 0.0], [0.0, -0.1, 0.0], [0.0, 0.0, -0.1], [0.0, 0.0, 0.0], [-0.1, 0.0, 0.0], [0.0, 0.0, 0.0], [0.0, 0.0, 0.0], [0.1, 0.1, 0.0], [-0.4, 0.0, 0.4], [0.0, 0.0, 0.0], [0.0, 0.0, 0.0], [0.0, 0.0, 0.0], [0.0, 0.0, 0.0], [0.0, -0.1, 0.0], [0.0, 0.0, 0.0], [-0.2, -0.4, 0.2], [0.0, 0.0, 0.0], [0.0, 0.0, 0.2], [0.0, 0.0, 0.0], [-0.1, 0.0, -0.1], [0.0, -0.2, -0.3], [0.0, -0.1, -0.2], [0.0, 0.0, 0.0], [-0.1, -0.1, -0.1], [0.1, 0.0, 0.1], [0.5, 0.3, -0.8], [-0.3, 0.0, 0.4], [-0.1, 0.0, 0.0], [0.0, 0.0, 0.0], [0.0, 0.0, 0.0], [0.0, 0.0, 0.0], [0.0, 0.0, 0.0], [0.0, -0.2, 0.0], [0.0, 0.1, 0.0], [0.0, 0.0, 0.0], [0.0, 0.0, 0.0], [0.0, 0.0, 0.0], [0.0, 0.0, 0.0], [0.0, 0.0, 0.0], [0.0, 0.0, 0.0], [0.0, 0.0, 0.0], [0.1, 0.0, 0.1], [0.0, 0.0, -0.1], [0.1, 0.2, 0.3], [0.0, 0.0, 0.0], [0.0, 0.0, 0.0], [0.0, 0.0, 0.0], [-0.1, 0.1, 0.1], [0.0, 0.0, 0.0], [0.0, 0.0, 0.0], [0.0, 0.0, 0.0], [0.0, 0.0, 0.0], [0.0, 0.0, 0.0], [-0.1, 0.0, -0.1], [0.0, 0.0, 0.0], [0.0, 0.0, 0.0], [0.0, 0.0, 0.0], [0.1, 0.0, 0.0]],
  "mulliken_spin": [0.003, 0.000, 0.000, -0.001, -0.001, 0.000, 0.001, 0.007, 0.000, 0.005, 0.000, 0.000, 0.000, 0.000, 0.000, -0.001, -0.012, 0.000, 0.019, 0.000, 0.019, 0.000, 0.013, -0.011, 0.000, -0.007, 0.000, 0.000, 0.000, -0.003, 0.000, 0.002, -0.002, 0.001, 0.000, -0.001, 0.039, 0.000, 0.000, -0.004, -0.001, -0.001, -0.021, 0.001, 0.000, 0.000, 0.019, 0.000, 0.000, 0.000, 0.002, 0.001, 0.000, 0.146, 0.000, 0.002, 0.000, 0.000, -0.008, -0.001, -0.009, 0.001, 0.000, 0.808, -0.022, 0.000, 0.000, 0.000, 0.001, -0.001, -0.011, -0.010, -0.001, 0.000, 0.000, 0.000, 0.001, -0.001, 0.000, 0.039, 0.000, 0.063, 0.002, 0.000, 0.000, -0.051, 0.000, 0.000, 0.000, -0.001, 0.000, -0.005, 0.000, 0.001, 0.000, -0.011],
  "total_charge": 2,
  "s_squared": 0.755,
  "multiplicity": 2,
  "gap_ev": [7.20, 6.57],
  "total_energy_ha": -4412.942213
}